Entry 1:
59
Properties=species:S:1:pos:R:3:mulliken_charge:R:1 method="wB97M-V/def2-TZVPD" relative_energy_kcal_mol=6.86 homo_ev=-8.149 charge=0 max_force_ha_per_bohr=0.0251 lumo_ev=0.67 orbital_gap_ev=8.821 mol_weight_da=411.50 energy_ev=-37085.9178
O 3.470 0.381 -0.307 -0.614
O -0.770 4.386 -0.746 -0.494
O 2.945 0.057 1.846 -0.256
O -1.851 5.625 -2.360 -0.463
O 2.127 -4.082 0.214 -0.418
N -1.617 0.447 0.065 0.098
C -1.097 -5.196 1.617 -0.823
C -3.746 2.243 -1.062 -0.634
C 1.354 -1.822 -0.283 -1.036
C 4.397 1.954 2.336 -1.171
C 2.225 -2.728 0.596 -0.624
C 0.336 -0.254 1.468 -0.788
C -1.966 3.784 -1.061 1.029
C 2.671 0.075 0.539 -1.097
C -1.798 1.822 0.508 -0.721
C 4.265 0.441 2.238 -0.271
C -2.617 4.535 -2.039 0.697
C -1.144 -6.475 1.096 -0.535
C -0.794 0.315 -1.122 -1.239
C -0.029 -4.356 1.348 -0.005
C 0.965 -6.094 0.020 -0.629
C 1.242 -0.373 0.236 2.957
C 1.014 -4.799 0.542 0.615
C -1.145 -0.443 1.104 -1.606
C -0.694 5.536 -1.558 -0.264
C -2.507 2.628 -0.543 -0.287
C -4.390 2.983 -2.033 -0.677
C 0.698 0.555 -0.866 -1.496
C -0.103 -6.920 0.296 -0.383
C -3.836 4.156 -2.545 -0.771
H -1.759 -0.293 1.996 0.462
H -0.617 6.433 -0.922 0.225
H 5.391 2.211 2.690 0.408
H 4.246 2.402 1.357 0.307
H -0.857 2.334 0.761 0.386
H 3.282 -2.484 0.457 0.253
H 0.470 0.738 1.905 0.511
H -0.126 -7.918 -0.116 0.378
H 0.844 1.593 -0.556 0.513
H 1.986 -2.606 1.659 0.432
H -4.188 1.334 -0.687 0.464
H 0.620 -0.979 2.231 0.570
H 1.791 -1.805 -1.284 0.302
H -0.947 -0.695 -1.514 0.427
H 0.361 -2.264 -0.362 0.554
H 1.265 0.408 -1.785 0.531
H -1.901 -4.837 2.244 0.376
H 3.658 2.353 3.026 0.295
H 4.421 -0.033 3.208 0.335
H -0.025 -3.367 1.777 0.348
H 0.198 5.473 -2.203 0.267
H -1.156 1.022 -1.871 0.495
H -1.318 -1.464 0.752 0.568
H -4.332 4.740 -3.301 0.439
H -2.420 1.788 1.409 0.523
H 4.979 0.046 1.508 0.339
H 1.784 -6.424 -0.600 0.422
H -5.346 2.652 -2.409 0.390
H -1.983 -7.120 1.310 0.383


Entry 2:
54
Properties=species:S:1:pos:R:3:mulliken_charge:R:1 method="wB97M-V/def2-TZVPD" relative_energy_kcal_mol=0.00 homo_ev=-10.526 charge=+1 max_force_ha_per_bohr=0.0559 lumo_ev=-5.47 orbital_gap_ev=5.060 mol_weight_da=333.49 energy_ev=-27398.2682
O -3.676 -4.405 -1.504 -0.407
C -2.629 -3.775 -0.853 0.941
C 0.964 -1.329 2.219 0.895
C 1.706 3.178 -3.213 0.514
C 2.585 -0.360 3.745 -0.792
C 0.567 -1.550 0.868 -0.264
C 0.817 3.349 0.242 -1.558
C 1.889 -0.854 4.845 1.024
C -1.265 -3.263 1.074 -0.708
C -0.779 -2.222 -1.045 -0.594
C -0.812 3.049 -2.921 0.561
C 0.700 -1.543 4.623 -1.008
C -0.634 2.642 -1.672 -1.009
C -2.186 3.196 -3.470 -1.735
C 2.396 -0.633 6.231 -1.393
C 2.139 -0.591 2.466 -0.616
C 1.858 2.771 -1.960 -0.892
C 0.239 -1.758 3.347 -0.472
C 0.716 2.480 -1.019 1.850
C -1.807 -2.916 -1.615 -0.748
C -4.508 -5.200 -0.687 -0.807
C -2.310 -3.940 0.510 -0.622
C 0.346 3.381 -3.816 -0.094
C -0.481 -2.335 0.338 0.633
C 2.897 3.454 -4.058 -1.725
H -5.278 -5.658 -1.308 0.243
H 3.486 0.209 3.909 0.438
H 0.132 -1.898 5.469 0.365
H 1.771 3.212 0.754 0.374
H 2.861 2.658 -1.581 0.395
H 1.157 -1.027 0.131 0.383
H 2.682 -0.194 1.627 0.432
H 1.811 -1.194 6.960 0.377
H -2.739 2.259 -3.405 0.353
H 2.351 0.420 6.513 0.331
H -4.994 -4.581 0.068 0.367
H -2.744 3.956 -2.922 0.341
H 0.735 4.405 -0.018 0.398
H -0.171 -1.569 -1.649 0.444
H -3.927 -5.996 -0.220 0.344
H -0.732 -2.192 3.222 0.439
H -2.157 3.495 -4.518 0.364
H -1.507 2.432 -1.077 0.411
H 3.542 2.578 -4.129 0.367
H 0.804 1.420 -0.723 -0.697
H -2.883 -4.627 1.110 0.407
H 0.020 3.125 0.954 0.380
H 3.432 -0.958 6.329 0.358
H 3.485 4.274 -3.645 0.331
H -2.025 -2.809 -2.665 0.463
H -0.975 -3.512 2.075 0.491
H 2.601 3.733 -5.070 0.363
H 0.257 4.425 -4.134 0.370
H 0.271 2.784 -4.731 0.396


Entry 3:
74
Properties=species:S:1:pos:R:3:mulliken_charge:R:1 method="wB97M-V/def2-TZVPD" relative_energy_kcal_mol=10.73 homo_ev=-10.119 charge=+1 max_force_ha_per_bohr=0.0101 lumo_ev=-2.73 orbital_gap_ev=7.391 mol_weight_da=952.32 energy_ev=-281447.2576
Y -0.260 -0.028 -0.041 0.283
Se 0.654 0.357 -3.055 0.210
Se 2.789 -0.541 -2.878 -0.092
Se -1.060 2.638 -0.488 -0.279
Cl 0.415 2.266 3.216 -0.117
Cl -1.997 0.804 2.445 0.026
Si -2.951 -2.483 0.632 0.435
F -2.282 0.449 -2.349 -0.263
F -3.643 3.556 0.944 -0.399
F -4.845 -0.143 -2.835 -0.388
F -6.830 1.053 -1.403 -0.335
F -6.199 2.892 0.493 -0.303
O -1.810 -1.406 0.177 0.002
N 0.639 -1.104 1.892 0.240
N 2.905 -0.557 2.005 0.078
N 2.014 0.696 0.236 0.562
N 1.151 -2.042 -1.105 0.279
N 1.931 2.709 -2.156 0.329
N 2.083 -2.191 3.377 -0.445
N 4.170 1.112 1.059 0.315
C 4.447 2.063 -0.008 -1.111
C -3.909 2.645 -0.001 -0.065
C 1.800 -1.272 2.409 0.441
C -3.237 1.113 -1.657 0.742
C -5.561 1.380 -1.189 0.829
C 2.918 -4.185 -0.965 -0.528
C -2.540 -4.217 0.034 -1.263
C 3.242 -3.052 -1.685 -0.890
C -4.635 -2.020 -0.021 -0.971
C 0.510 2.998 -4.064 -0.783
C 5.139 0.989 2.139 -1.223
C 0.836 -3.167 -0.443 0.250
C -4.551 0.773 -1.914 -0.430
C -1.345 2.345 3.041 -0.420
C -5.234 2.316 -0.220 0.157
C 2.321 -2.009 -1.738 0.521
C 1.678 -4.256 -0.346 -0.792
C -3.044 -2.557 2.513 -1.033
C 0.724 4.368 -4.035 -0.409
C 1.125 2.231 -3.090 0.041
C 1.556 4.893 -3.063 -0.811
C 2.145 4.024 -2.157 -0.133
C -2.871 2.069 -0.723 0.246
C 2.984 0.460 1.052 -0.014
H -3.553 -3.467 2.838 0.464
H 2.872 -2.052 3.987 0.213
H 4.207 1.633 -0.980 0.344
H -0.070 -1.670 2.348 -0.366
H 5.505 2.307 0.010 0.455
H 1.752 5.953 -3.003 0.444
H -3.594 -1.709 2.925 0.275
H -5.387 -2.743 0.301 0.457
H -2.052 -2.564 2.978 0.186
H -1.780 2.538 4.014 0.453
H -4.646 -1.995 -1.112 0.228
H 2.809 4.402 -1.389 0.309
H -3.392 -4.874 0.224 0.404
H 3.871 2.982 0.124 0.291
H 0.250 5.010 -4.766 0.434
H 1.303 -2.667 3.799 0.222
H 4.645 0.913 3.108 0.420
H 2.213 1.476 -0.395 -0.426
H 5.813 0.138 1.999 0.297
H 1.362 -5.140 0.189 0.488
H -1.683 -4.655 0.552 0.295
H -0.120 2.536 -4.811 0.454
H 4.173 -2.979 -2.231 0.423
H -0.142 -3.169 0.017 -0.099
H -2.341 -4.238 -1.040 0.359
H 3.613 -5.014 -0.916 0.442
H -1.589 3.103 2.305 0.135
H 3.784 -0.877 2.373 0.323
H -4.940 -1.039 0.351 0.158
H 5.745 1.891 2.165 0.428


Entry 4:
65
Properties=species:S:1:pos:R:3:mulliken_charge:R:1 method="wB97M-V/def2-TZVPD" relative_energy_kcal_mol=3.44 homo_ev="-10.495 / -10.566" charge=+1 max_force_ha_per_bohr=0.0298 lumo_ev="-2.58 / -2.61" spin_multiplicity=2 orbital_gap_ev="7.917 / 7.954" mol_weight_da=613.17 energy_ev=-121677.3557
Mn -1.920 0.947 0.733 0.646
Cl -5.577 1.121 -5.597 -0.210
S -2.102 1.780 3.329 0.026
S 0.633 1.588 1.408 0.136
S -1.833 3.636 0.517 0.062
S -1.375 -1.411 1.112 -0.368
O 1.006 -0.679 -3.053 -0.545
O -1.691 0.899 -1.210 -0.490
O -3.894 1.151 0.474 -0.672
N 0.250 -1.033 -0.970 0.708
N 1.193 -2.024 0.910 0.249
C 1.682 -2.765 -2.158 -0.046
C -4.900 1.063 -2.991 -1.030
C 0.764 3.379 1.657 -0.829
C -0.127 4.173 0.703 -0.907
C -3.079 0.945 -4.526 -0.663
C -2.173 0.890 -3.498 -0.649
C 1.056 -3.911 -1.684 0.119
C 4.909 -2.064 1.704 -1.336
C 1.011 -1.432 -2.115 0.451
C 2.945 -2.842 -2.734 -0.281
C 3.459 -2.542 1.679 -0.450
C -3.980 1.027 -1.911 0.819
C -2.697 4.174 1.994 -0.807
C -4.519 1.077 -0.603 -0.247
C 0.153 -1.488 0.300 -0.294
C 2.991 -5.204 -2.290 -0.404
C 0.592 0.946 3.091 -0.542
C -2.222 3.597 3.313 -0.701
C 1.710 -5.133 -1.757 -0.806
C -4.460 1.036 -4.270 0.062
C 2.628 -1.718 0.717 0.048
C -2.592 0.942 -2.154 0.480
C 3.607 -4.059 -2.783 -0.664
C -0.455 1.527 4.039 -0.948
H 1.585 1.063 3.525 0.640
H 1.218 -6.031 -1.399 0.429
H -0.586 0.826 4.863 0.477
H 1.804 3.656 1.485 0.529
H -0.457 -0.327 -1.220 -0.253
H 4.602 -4.116 -3.213 0.421
H -0.136 2.473 4.472 0.478
H -0.128 5.225 0.983 0.501
H -5.611 1.060 -0.534 0.347
H -1.253 3.998 3.598 0.340
H -3.725 3.875 1.791 0.358
H 3.508 -6.159 -2.332 0.428
H 0.529 3.584 2.698 0.253
H 2.786 -0.654 0.885 0.175
H 5.505 -2.673 2.389 0.397
H 0.257 4.098 -0.316 0.461
H -1.107 0.812 -3.691 0.458
H -2.735 0.925 -5.555 0.437
H 0.048 -3.860 -1.278 0.431
H 3.403 -1.941 -3.131 0.454
H 3.410 -3.594 1.384 0.320
H 0.403 -0.119 2.936 0.217
H 2.927 -1.941 -0.301 -0.131
H 5.366 -2.130 0.710 0.317
H -2.933 3.865 4.091 0.499
H -5.965 1.130 -2.783 0.397
H -2.663 5.262 2.037 0.538
H 0.952 -2.415 1.806 0.427
H 3.031 -2.465 2.688 0.415
H 4.973 -1.022 2.037 0.320


Which value of charge does entry 4 give? +1


What is the charge in the fourth record? +1


Among the records above, which one has the lowest charge? C24H29NO5